This record from OMol25 describes a cluster of 13 separate species, C72H183N13O23 in total in a non-equilibrium geometry. The level of theory is ωB97M-V/def2-TZVPD.

Results
HOMO-LUMO gap   8.596 eV
E_LUMO   0.0093 hartree
HOMO energy   -8.344 eV
Energy relative to the best compared isomer or geometry (same formula, charge and spin)   171.0 kcal/mol

```
291
Properties=species:S:1:pos:R:3:forces:R:3:lowdin_charge:R:1
N -3.085132 0.230840 -5.032687 -1.19 0.53 -0.65 -0.051
H 2.831752 5.548100 -0.787338 -0.24 0.32 -0.20 0.086
O -0.147069 2.409191 -12.159663 0.64 -1.77 -0.16 -0.185
O -4.741754 -0.709014 0.337772 0.05 4.49 0.88 -0.161
C 2.398438 6.906200 4.974679 0.60 0.29 -0.03 -0.107
H -3.649284 -2.361310 0.591490 0.27 -0.29 0.51 0.120
O -6.693405 0.923915 -4.599932 0.27 0.24 -0.20 -0.186
H 2.094783 2.229499 -1.367263 0.08 0.37 -0.08 0.096
C -5.402039 -4.532653 4.223825 -0.26 0.25 0.44 -0.083
H 4.233911 8.126966 -0.031876 0.24 -0.54 0.15 0.128
H -1.491776 -5.522085 4.185731 -0.50 0.02 -0.06 0.099
H -8.083238 -0.466432 -4.043365 -0.04 -0.25 0.14 0.081
H -4.850418 -6.964182 5.731200 0.32 0.44 0.69 0.125
C 2.998996 1.640007 -1.518916 -0.38 0.01 1.51 -0.204
H 4.084468 -7.144869 -0.863435 -1.18 0.49 0.51 0.076
O 1.954090 -1.690403 8.057897 -1.36 -3.42 2.05 -0.196
N 4.654164 -1.459235 8.455712 1.26 -0.09 -0.16 0.041
H 0.847887 -3.265533 8.956441 -0.13 0.16 -0.76 0.063
C 3.255626 7.896331 0.389858 -2.34 0.95 -1.44 -0.205
H 0.115609 0.364157 1.888703 -0.47 0.23 0.13 0.099
O 3.247667 7.955640 4.591337 0.42 1.75 0.16 -0.229
H 2.114951 9.686421 5.157343 0.55 0.12 0.37 0.114
H 0.292754 -11.545731 1.556099 -0.28 -0.01 0.48 0.116
C 5.554693 3.278406 2.809937 0.49 -0.81 0.50 -0.150
N -1.534365 -10.475001 1.146504 1.30 -1.55 0.18 -0.046
H -1.903738 -8.327241 -2.410818 -0.28 -0.10 -0.41 0.077
H 6.205773 3.063807 -1.045073 -0.22 0.28 0.25 0.087
H -5.936340 -4.606009 3.276594 0.39 -0.53 -0.39 0.074
H -0.873827 -0.447405 -2.615913 0.38 0.00 0.25 0.111
O -3.067384 5.787874 -4.100954 0.64 1.45 0.24 -0.187
H -0.530080 -3.673040 5.987365 -0.91 -0.11 -0.12 0.076
C -4.686983 -6.748828 4.675256 -0.63 -0.92 0.78 -0.269
C -1.085164 -8.265907 0.069264 0.71 0.16 -0.84 -0.213
H -6.195361 -4.573542 4.970197 0.08 -0.89 0.49 0.083
H 1.745875 7.329612 5.738213 -0.88 -0.56 -0.31 0.089
H 0.402531 1.320043 -10.399285 0.04 -0.24 -0.38 0.124
C 4.929940 -1.058280 1.798928 0.91 0.88 -0.89 -0.100
H -1.990014 1.350498 -3.812434 0.53 0.09 0.46 0.103
H -0.399210 -8.801875 -0.586710 -0.45 -0.27 -1.07 0.104
H 0.735212 -1.772814 9.784195 0.52 0.19 0.42 0.091
H 1.383488 -0.021795 -5.421862 0.19 -0.36 -1.39 0.083
H -5.159329 -3.475328 4.329908 1.12 -0.16 -0.22 0.078
H -6.207440 -5.078959 -0.007094 -0.58 0.43 0.24 0.072
H 2.968753 6.112787 5.457731 0.27 0.10 -0.07 0.085
C -0.962831 -12.360517 -1.886051 -1.41 -1.51 -1.40 -0.116
H -0.569540 -0.173105 4.128538 0.07 -0.12 1.51 0.097
C 5.961665 2.014782 -1.212518 1.00 -0.53 -0.58 -0.114
H 3.175787 0.919461 2.638815 0.41 0.00 -0.07 0.063
H -4.347998 0.744955 -3.337593 0.39 -0.53 0.55 0.095
H -0.501568 -13.317887 -2.128501 0.65 0.10 -0.32 0.088
C -1.952799 -7.030567 5.772157 2.28 1.56 -0.05 -0.227
H -0.617719 -5.000526 7.261131 -0.19 0.23 -0.01 0.085
C -3.938836 3.102232 3.931881 -0.59 -0.39 -0.27 -0.264
H -0.545173 -6.959740 4.057346 0.20 -0.28 0.24 0.113
H -1.543438 4.950198 -5.953058 -0.50 -0.18 0.38 0.106
H -6.320463 -2.553277 0.972684 0.70 -0.44 0.87 0.133
H -3.960954 1.244047 0.613440 -0.70 -0.17 -0.19 0.077
C 3.489365 -1.283420 -0.188693 -2.42 1.22 3.00 -0.135
H 1.434206 9.038206 -6.873239 0.81 0.06 -0.24 0.116
H -8.662093 1.162707 -4.300795 0.10 0.09 0.05 0.086
H 2.285383 8.015451 -5.629589 0.57 -0.47 -0.55 0.128
O -2.638505 -0.040792 7.497784 0.00 -1.79 -0.86 -0.173
H -3.578798 0.166123 9.321124 0.30 0.28 -0.15 0.086
H 7.380342 2.752385 5.125294 -0.60 0.16 -0.01 0.077
H -0.949207 8.201537 -2.954603 -0.63 0.01 0.60 0.118
H 5.485585 1.528198 -0.361224 0.21 0.08 0.22 0.071
N 2.391662 -3.661162 -4.148600 -0.39 -1.67 0.22 -0.049
C 1.058250 3.936079 -4.977143 0.48 -1.41 0.41 -0.135
H -1.691602 2.856896 -10.029394 0.05 -0.04 -0.40 0.118
H 0.992469 -3.677007 1.810875 0.55 0.69 -0.55 0.078
H 2.486835 8.018586 -0.373117 0.21 -0.77 -1.02 0.112
H 1.179332 2.878338 -5.210835 -0.10 -0.43 -0.43 0.075
H -1.710498 -4.150626 -3.642308 0.85 0.51 -1.03 0.070
H 0.544186 9.211864 -4.943716 -0.57 0.45 0.27 0.120
H 2.890980 0.713625 -4.907102 0.04 -0.20 0.32 0.079
C -2.096358 6.357178 -3.215881 0.39 1.00 0.21 -0.187
H -2.005477 -6.647243 -1.996711 0.21 0.25 0.25 0.064
H 2.088984 4.268758 -4.854577 -0.25 0.58 0.26 0.095
O -0.116808 -2.214120 2.798949 -1.88 3.41 -0.99 -0.180
H 0.154036 2.988265 -1.075303 -0.07 -0.10 -0.16 0.069
H -1.206266 5.058855 -8.210669 -0.19 0.40 0.19 0.115
C -1.711590 -0.715069 -3.259812 2.18 -1.24 0.43 -0.188
C 2.518392 9.175712 4.282973 0.99 -0.36 -1.35 -0.182
H 2.946173 10.966126 3.114125 -0.01 -0.20 -0.89 0.112
C -0.020437 2.949155 1.678531 -2.08 -0.41 -0.31 -0.189
H 2.044222 6.471551 -9.134896 -0.60 -0.99 0.45 0.077
H -0.550665 4.235196 -10.273194 -0.46 0.10 -0.98 0.110
C 1.451009 8.095461 -6.326397 -2.03 -0.63 -0.15 -0.185
C 2.505703 -5.039256 -1.989194 -2.84 -0.23 -2.02 -0.171
H 2.217345 -2.918191 9.827378 0.42 0.88 0.37 0.085
H 1.010332 -2.045783 4.342569 0.88 0.23 0.60 0.116
C -7.990228 0.401126 -4.696649 -0.57 -0.27 1.12 -0.122
C 7.188067 3.152797 3.002917 -2.58 1.08 -0.76 -0.381
H 1.209298 0.804105 -12.889082 -1.18 -0.70 0.67 0.083
H -8.431025 0.107269 -5.649242 0.79 0.11 -0.66 0.083
H -0.604785 8.542381 -6.146478 -0.38 0.29 -0.05 0.123
H 2.528697 -0.181550 9.408785 0.33 -0.56 0.34 0.121
N 7.689745 4.502668 3.174555 0.76 0.78 0.02 0.020
H -3.264707 -0.724308 -5.307530 0.22 -0.11 0.00 0.098
C -3.736344 0.323992 0.073849 -0.32 -0.64 -0.02 -0.047
C -1.316056 7.579507 -3.771056 -1.33 -0.21 0.57 -0.225
H -3.067287 -3.103050 -3.520069 -0.14 0.35 -0.03 0.079
C 3.921648 -0.639059 6.219425 0.06 0.44 -1.25 -0.059
H -2.897441 3.024568 4.244223 0.23 0.37 0.15 0.105
H -3.201623 -7.449520 3.271507 0.11 0.48 -0.04 0.101
C -0.978341 -12.787233 0.363259 -0.88 0.97 0.17 -0.219
C -0.984932 -6.278114 4.785420 -0.36 1.28 0.00 -0.176
H 1.779570 -0.072945 0.232944 -0.05 0.73 -0.40 0.103
O 1.249603 7.014811 -7.285824 0.14 1.54 0.93 -0.178
H -1.899403 -1.228337 5.883157 0.54 0.23 0.57 0.101
H -4.658583 0.324354 7.927496 0.05 0.54 -0.26 0.079
C -0.106002 -4.593291 6.389119 0.79 -0.11 -0.70 -0.107
C -2.507433 -7.605217 -1.860953 2.05 -0.29 1.08 -0.062
C 2.826235 9.104181 1.255072 1.00 -2.54 -0.38 -0.235
H 2.023793 6.520959 4.026344 -1.10 -0.29 0.39 0.089
H -2.581990 6.798202 -2.345391 -0.42 -0.39 0.28 0.115
H 3.874981 -1.626337 5.759849 -0.39 -0.39 0.79 0.079
O 4.182432 -0.386353 0.786544 -0.48 -0.69 -1.51 -0.247
H 3.149806 -3.029004 -6.505704 1.21 0.89 -0.43 0.123
C 1.519139 -4.381001 -3.170189 2.68 0.61 0.55 -0.137
H -1.696472 -13.142039 1.102513 0.53 -0.11 0.45 0.129
C -0.434107 -11.428507 0.752337 -0.90 1.51 0.61 -0.203
H -0.639394 -4.047725 1.996518 -0.60 0.52 0.38 0.095
O -4.295063 -5.449973 4.404387 -0.85 2.36 -0.31 -0.171
C -1.214533 4.067235 -7.758198 1.79 -1.03 -1.28 -0.178
C 3.463927 10.028467 3.316202 -0.04 -1.65 2.40 -0.159
C 0.740565 1.769143 -13.081675 0.10 1.17 -0.50 -0.112
H 4.328982 10.316262 3.913659 0.19 -0.06 -0.05 0.103
C 2.525832 -2.213379 -6.140311 -0.34 -1.71 0.43 -0.226
H -4.199305 -8.658353 3.958188 -0.06 -0.15 0.06 0.117
C 0.158131 -3.489359 2.486713 1.57 -2.59 0.05 -0.164
H -5.605294 1.804015 3.641904 -0.02 0.28 -0.19 0.123
H 0.138565 -10.896614 -0.007429 0.28 -0.60 -0.56 0.085
C -4.307356 0.800756 -4.425403 -0.32 -0.38 0.14 -0.187
C -3.765568 -0.175298 8.302969 -1.06 -0.30 0.83 -0.153
H -7.280909 -3.274623 -0.880813 -0.73 -0.01 -0.76 0.067
H 0.476964 3.902324 -4.055700 0.12 0.54 0.51 0.078
H 0.680557 3.522618 -8.535254 0.00 0.39 0.60 0.096
H -5.597890 -0.858595 -4.291489 -0.59 -0.28 0.10 0.117
H -1.669206 -12.170658 -2.694188 0.25 0.31 -0.21 0.090
H -0.179843 6.469968 -5.059918 -0.24 -0.62 0.24 0.082
C -1.992104 -3.140484 -3.344954 0.00 1.11 0.27 -0.085
O 3.192223 -1.244927 -5.371766 0.81 -0.36 -2.13 -0.156
H 0.898093 -5.137581 -3.649765 0.52 -0.44 -0.01 0.105
C -5.378542 -4.371415 0.013257 0.21 0.37 0.60 -0.055
H -4.069500 1.219600 3.028851 -0.03 -0.28 -0.09 0.100
N 3.879355 9.138606 2.201816 -0.21 2.81 1.89 -0.064
C 3.923635 -0.441574 7.721766 -1.02 -0.25 0.85 -0.404
H 1.740670 -5.389630 -1.296324 0.16 -0.05 0.72 0.095
H 7.018005 1.331252 4.125164 0.19 -0.08 0.09 0.063
H -4.122052 -1.199721 8.410658 0.37 -0.47 -0.05 0.079
H 2.761042 10.024659 0.674932 0.13 -0.14 -0.20 0.127
H 0.861037 -2.460878 -4.817000 -0.43 0.34 -0.14 0.082
C 2.220116 7.116295 -8.273801 0.69 -1.11 -1.32 -0.154
O 5.278206 1.810199 -2.402448 -1.86 -0.05 -1.17 -0.184
H 2.870867 -2.983032 -3.573626 0.14 0.49 -0.53 0.091
C 7.573229 2.268262 4.167948 -0.21 -0.03 0.55 -0.071
H 8.645585 2.100274 4.267647 0.09 -0.18 -0.70 0.076
C 4.142095 -6.842100 -1.908956 0.07 -0.03 -0.27 -0.116
N 2.516322 0.288801 -1.870271 -0.33 0.40 0.92 -0.037
H 3.048289 4.601370 0.656350 0.00 0.12 0.31 0.069
H -3.649811 0.504908 -0.997547 -0.36 0.12 -0.17 0.063
H 0.182970 1.798192 -14.017810 0.43 -0.30 -0.09 0.090
H 0.249655 2.788210 3.710887 0.78 -0.54 0.41 0.116
H -0.123538 -13.451640 0.236871 -0.14 -0.47 -0.25 0.119
C -4.448791 -1.952643 -0.026474 0.43 -3.48 0.10 -0.270
C 0.899836 -1.447610 3.438096 0.01 -1.82 1.12 -0.181
H 1.179531 0.291589 4.653496 -0.36 0.16 0.08 0.111
H -0.989015 0.465105 -4.948319 0.10 -0.36 0.10 0.109
H -5.612729 -0.179921 -5.932404 0.28 -0.08 -0.22 0.123
C 2.512728 -0.483345 8.361523 0.09 2.47 -1.49 -0.271
H 3.119575 -0.046998 5.778687 -0.33 -0.06 0.07 0.056
O -0.820490 2.320189 0.653326 0.20 -0.02 -0.13 -0.207
H -3.075457 3.898318 -3.412422 0.11 -0.30 0.62 0.067
C -2.829255 -0.783691 6.237795 0.24 1.50 0.51 -0.175
O -4.743483 3.824587 4.810018 0.33 2.23 0.49 -0.177
H -4.563806 1.626198 5.771023 -0.13 -0.31 0.90 0.091
O 4.923775 1.994098 2.976956 -0.52 0.71 -0.61 -0.208
O 0.425804 4.635852 -5.978054 -0.72 -0.22 -1.19 -0.211
H 5.041119 -6.226005 -1.925342 0.46 -0.37 -0.52 0.086
H 6.870021 1.509235 -1.540259 0.55 0.00 1.18 0.100
H 4.104274 -2.306252 8.473157 -0.04 -0.16 -0.23 0.059
C 0.211424 8.312364 -5.461655 0.67 0.66 -0.24 -0.233
H -3.436267 5.438181 5.226994 0.16 -0.09 -0.20 0.087
H 1.853519 8.879437 1.692591 -0.39 0.06 -0.04 0.109
C 3.352697 5.528087 0.169910 0.48 -0.53 -0.61 -0.136
C -3.114228 0.279688 5.207051 -0.90 -0.61 -0.80 -0.224
H -1.965498 -8.748175 4.805467 -0.11 -0.36 -0.15 0.098
H -0.534513 -7.333221 0.191626 -0.33 0.49 0.39 0.112
C 1.654612 -3.062007 -5.260845 -1.40 0.76 1.57 -0.241
H 4.738140 -1.172883 9.420619 0.17 0.06 0.14 0.069
H 4.317703 -1.569673 2.541733 -0.04 -0.60 -0.37 0.081
C -0.807233 3.036616 -0.563708 -0.72 0.57 0.28 -0.109
N 0.409077 0.838508 2.730703 0.95 1.45 0.88 -0.043
C 1.446919 -2.404353 9.252472 -0.36 -0.16 -1.69 -0.048
H -3.488521 -1.651549 6.254467 -0.65 0.37 0.58 0.120
O 3.088330 6.608973 0.992050 -0.14 1.64 1.05 -0.178
C -3.777607 4.719205 -3.558085 0.13 -1.29 -0.92 -0.129
H 3.526672 1.641528 -0.565157 -0.20 -0.19 0.43 0.075
H 4.147757 -7.807807 -2.414411 0.89 0.22 -0.32 0.089
N -4.444583 0.907604 5.071387 0.59 0.31 0.47 -0.028
N -0.278208 3.206264 -8.563294 -0.78 -0.78 0.62 -0.073
O -1.808754 -12.672791 -0.787685 1.40 0.84 0.21 -0.183
H -7.028387 -1.706020 -0.762309 -0.23 0.43 -0.50 0.075
H 3.282261 -0.228940 -2.276924 0.15 0.14 -0.39 0.084
H -1.199988 -7.316233 6.506845 -0.41 -0.54 0.60 0.117
N -0.149619 7.313145 -4.504718 1.69 -1.55 -1.64 -0.057
H -0.458078 3.937738 1.817343 0.36 0.45 0.01 0.120
H -5.165732 5.786591 5.320856 0.02 -0.34 0.47 0.083
C -0.655369 3.191108 -9.978214 0.82 -0.23 0.57 -0.204
H 2.997890 -2.002065 0.467128 0.52 -0.94 0.01 0.090
H 1.111500 -3.788899 -5.864795 0.35 -0.47 0.02 0.128
H -1.368175 5.626931 -2.862916 0.00 -0.46 -0.03 0.110
H -2.262940 -10.494942 0.447298 -0.09 -0.08 -0.15 0.100
H 5.141498 3.783774 1.937028 0.99 -0.57 -1.40 0.090
H -5.701848 -6.935853 4.324300 0.08 -0.20 -0.94 0.120
H 1.817460 -1.545094 2.857952 0.26 0.50 -0.14 0.112
H -2.316928 0.996064 5.405068 0.24 0.21 -0.63 0.112
H 0.887737 -4.232970 6.655099 0.13 -0.35 0.41 0.079
H -2.060175 8.174554 -4.300501 -0.20 0.27 -0.39 0.118
C 0.485674 -0.049284 3.885073 -1.14 -0.97 -2.50 -0.161
H 5.733389 -1.579956 1.278919 -0.28 -1.14 0.34 0.092
H 4.420423 5.467167 -0.040719 0.26 -0.13 -0.13 0.086
H -2.618587 -6.298841 6.229762 -0.14 -0.17 0.00 0.110
H 3.994627 3.401208 -2.394812 -0.39 0.16 0.30 0.120
H 3.207839 -4.389052 -1.467343 0.05 0.43 -0.35 0.103
H 4.342847 0.549964 7.892650 0.21 -0.04 0.27 0.137
H -1.159200 3.248131 -5.720588 0.29 -0.29 -0.20 0.116
H 1.926403 -1.818096 -6.960391 0.12 0.37 -0.07 0.125
H -0.126480 -9.092646 1.876483 0.02 0.15 -0.19 0.125
O -2.422538 -8.029687 -0.448068 -0.03 -0.08 -0.52 -0.191
C -1.844942 0.376286 -4.279291 -2.17 0.20 0.00 -0.193
H -2.500422 -0.945810 -2.543851 -0.70 0.47 -0.57 0.091
H 3.550186 2.028311 -3.441580 0.45 0.41 -0.44 0.098
H 5.136385 4.057898 3.446742 0.21 -0.30 1.62 0.101
C -5.736591 -2.865757 0.106921 2.13 -0.02 -0.46 -0.414
H -3.479938 -7.454254 -2.329519 -0.38 -0.67 0.96 0.083
H 0.798176 -3.662599 -2.780055 -0.09 0.10 0.74 0.080
C -4.404509 5.234390 4.769756 -1.06 -0.39 0.64 -0.083
C -0.231940 2.155908 2.964996 1.40 -0.48 -1.28 -0.174
H -4.509375 5.691745 3.785922 0.48 -0.49 -0.48 0.082
O 3.112193 -6.156089 -2.590410 -0.28 -0.02 0.39 -0.203
H 0.498204 -4.031607 3.368989 -0.32 -0.43 0.45 0.078
C -0.900095 4.138696 -6.293166 0.21 1.48 0.55 -0.177
H -1.829832 -3.197266 -2.268592 0.01 0.49 0.27 0.074
O 0.136478 -5.577580 5.392197 -0.37 -0.95 0.09 -0.221
H 2.891598 2.513675 3.193424 0.09 0.47 0.19 0.081
H 3.178729 6.787422 -7.872559 0.39 0.50 -0.10 0.093
H -2.218591 3.651429 -7.842372 -0.04 -0.04 -0.11 0.123
H 1.964372 -0.604579 -4.004543 0.16 1.00 0.60 0.063
N -2.653993 -8.156711 5.248459 -1.01 0.66 -0.67 -0.046
H 4.790444 -0.223512 5.708940 0.44 0.19 0.50 0.068
H 1.630771 8.921337 3.703731 -0.18 -0.29 -0.14 0.092
C 2.165554 -0.540189 -0.673038 2.85 -0.64 -0.82 -0.144
C 3.944796 2.314729 -2.466722 0.09 -0.89 -1.00 -0.192
H -1.098586 4.076941 -0.418998 0.57 0.55 0.47 0.079
C -4.540513 1.736432 3.865005 -0.17 -1.34 -0.75 -0.214
H -4.432072 4.333499 -4.339740 -0.14 0.27 -0.14 0.085
H -4.025046 3.567781 2.950074 0.40 0.00 -0.35 0.124
C -5.603759 0.065007 -4.870313 0.74 0.67 -0.17 -0.208
C -1.072810 -9.113881 1.336037 -2.18 0.52 -0.04 -0.220
H -4.885904 -4.599464 -0.931937 0.44 0.35 0.04 0.073
H 3.355332 2.242724 1.511735 0.49 0.14 -0.17 0.058
H 4.050424 -1.791483 -0.973038 0.51 0.44 0.07 0.117
H -0.209589 -11.573561 -1.848040 -0.30 0.11 0.59 0.079
H 1.261033 2.871454 -10.791333 0.64 -0.41 0.14 0.115
H 3.962625 8.223212 2.620424 0.18 -0.19 0.10 0.088
H -2.710102 0.139068 0.391235 0.03 -0.96 0.36 0.080
H 7.555969 2.738628 2.064194 0.17 0.00 0.03 0.128
H -1.255462 2.148855 3.339791 -0.45 -0.35 -0.59 0.084
H 1.672518 2.328769 -13.161576 -0.03 0.84 -0.29 0.077
H -3.030122 -0.289222 4.281106 0.61 0.43 -0.54 0.118
H 1.016554 2.986055 1.344783 0.15 0.05 0.30 0.105
H -4.415414 4.858128 -2.685151 0.33 0.62 0.31 0.093
H -1.869296 -8.680307 1.940785 0.29 0.38 0.62 0.088
H -1.660203 2.768461 -1.187117 0.31 -1.02 -0.19 0.074
H 1.819961 0.233120 7.920093 0.12 0.73 -0.30 0.117
O -1.312679 -1.957203 -3.936995 -1.31 -1.40 0.74 -0.212
H -4.770196 -4.678961 0.863811 0.28 -0.02 -0.14 0.066
N -6.569521 -2.570026 -1.013400 -1.10 0.02 -0.72 0.022
C 2.345910 -0.229133 -4.954049 -0.96 0.08 1.70 -0.134
C 0.326795 2.312400 -10.843802 -1.44 2.29 1.30 -0.223
H 2.268220 8.015276 -8.888311 0.12 1.06 0.97 0.085
H -4.030276 -2.011733 -1.031189 -0.38 -0.14 -0.63 0.104
H 5.522887 -0.329142 2.351091 -0.49 0.56 0.02 0.070
H -4.422826 1.879959 -4.525906 0.22 0.11 -0.97 0.095
H 7.078178 5.165246 3.629631 -0.27 -0.41 0.29 0.065
H 1.465273 -1.327825 -0.951111 -0.12 0.01 -0.26 0.097
C -3.661678 -7.745406 4.214319 0.30 -1.47 -0.23 -0.183
C 3.548585 1.938995 2.540571 0.26 -0.25 0.90 -0.102
H 8.055660 5.005593 2.378775 -0.02 -0.58 -0.29 0.067
```
Positions in Å, forces in eV/Å.